[1]
Molecular formula: C18H19NO4
Method: DFT, ωB97M-V with the def2-TZVPD basis set

```
42
Properties=species:S:1:pos:R:3:forces:R:3
C -3.75018 -2.52528 0.61590 -0.37 -0.04 0.02
O -2.34291 -2.46847 0.59272 0.40 0.12 -0.06
C -1.72584 -1.37765 0.09650 0.51 0.33 -0.10
C -0.31388 -1.40575 0.09447 -0.49 0.46 -0.17
C 0.41419 -0.30455 -0.39729 -0.53 -0.31 -0.05
N -0.15352 0.77906 -0.89235 -0.50 0.41 -0.52
C -1.46848 0.79328 -0.89016 0.56 -1.49 0.69
O -2.17423 1.83822 -1.34362 0.26 0.51 -0.25
C -3.47875 1.52740 -1.17146 -0.61 -0.60 0.29
C -3.65190 0.30661 -0.61520 -0.26 0.51 -0.22
C -2.33565 -0.22305 -0.40897 0.44 0.21 -0.11
C 1.91742 -0.25609 -0.30756 0.41 0.21 0.18
C 2.25665 0.66489 0.92368 -0.17 -0.02 -0.33
C 1.63872 2.01705 0.81823 0.07 0.11 0.28
C 0.53111 2.44149 1.41831 0.25 0.23 0.25
C -0.30868 1.63188 2.36206 0.21 -0.07 -0.17
C 0.01459 3.83096 1.19018 0.13 -0.14 -0.09
O 2.35718 0.24537 -1.55354 -0.21 -0.21 0.21
C 3.68385 0.71359 -1.66972 0.29 -0.01 -0.07
C 2.58887 -1.58776 0.05764 0.01 0.11 -0.20
O 3.79960 -1.71109 0.01923 -0.23 0.04 -0.02
C 1.72851 -2.66367 0.52364 -0.28 -0.51 0.21
C 0.38942 -2.57376 0.54810 0.55 -0.24 0.08
H -4.16702 -2.44828 -0.39155 0.02 -0.01 0.05
H -4.16800 -1.74221 1.25411 0.02 -0.04 -0.03
H -3.99582 -3.50035 1.03464 -0.03 0.10 -0.05
H -4.19344 2.26299 -1.48548 -0.01 0.13 -0.06
H -4.59796 -0.13928 -0.38912 -0.18 -0.02 0.01
H 3.34486 0.74370 0.96512 -0.01 -0.10 0.07
H 1.92448 0.13791 1.81944 0.08 -0.02 0.04
H 2.13998 2.69255 0.13972 0.02 0.17 -0.11
H -0.18668 2.00266 3.38067 -0.07 0.01 0.09
H -0.05621 0.57598 2.34514 -0.03 -0.12 0.06
H -1.36064 1.73591 2.09746 -0.15 -0.02 0.01
H -0.91051 3.78717 0.61542 -0.16 0.05 -0.04
H -0.20255 4.32072 2.13891 -0.05 0.09 0.07
H 0.72991 4.43203 0.63667 0.04 0.09 -0.05
H 3.82210 0.88962 -2.73572 0.05 0.07 0.05
H 3.83189 1.65662 -1.13326 -0.02 0.00 0.00
H 4.41304 -0.02334 -1.32824 -0.06 0.13 -0.04
H 2.23624 -3.56803 0.82661 0.02 -0.07 0.05
H -0.21295 -3.40257 0.89056 0.07 -0.09 0.04
```
Forces are in eV/Å.

For the energy above the lowest of the compared OMol25 structures with the same formula, charge and spin, the calculation gives 74.97 kcal per mole. The HOMO-LUMO gap is 0.300 Ha. As for the largest force on an atom: 1.74 eV/Å. The SMILES is COc1c2c(nc3occc13)[C@](CC=C(C)C)(OC)C(=O)C=C2. Its HOMO energy is -8.27 eV.

[2]
Molecular formula: C18H19NO4
Method: DFT, ωB97M-V with the def2-TZVPD basis set

```
42
Properties=species:S:1:pos:R:3:forces:R:3
C -0.53600 -0.47200 6.55166 0.33 -0.15 -0.18
C -0.03976 -0.31666 5.15970 -0.86 0.61 -0.21
C -0.54011 0.34242 4.08424 0.28 -0.30 0.36
C 0.38978 0.13576 3.01928 0.48 -0.45 0.45
C 0.24931 0.61296 1.65108 -0.06 0.02 -0.01
O -0.77311 1.02562 1.15425 0.06 -0.04 0.03
O 1.41827 0.54588 0.98436 0.21 0.01 0.07
C 1.36699 0.78024 -0.41239 -0.17 -0.01 -0.18
C 0.97571 -0.51666 -1.13103 0.08 0.36 0.32
O 1.49036 -1.56830 -0.80096 0.12 -0.08 0.11
N 0.13640 -0.44215 -2.18777 0.15 -0.28 -0.21
C -0.68229 0.58134 -2.68680 -0.39 0.49 -0.40
C -1.32917 1.60691 -2.01974 -0.01 -0.02 0.08
C -2.12223 2.47107 -2.76403 0.03 0.05 -0.05
C -2.28621 2.30625 -4.12792 -0.09 0.07 -0.10
C -1.69115 1.23338 -4.78035 0.00 0.03 0.14
C -0.90600 0.36925 -4.05162 0.06 -0.02 0.19
C -0.21893 -0.89346 -4.48203 0.15 0.06 0.03
C 0.09628 -1.56598 -3.13656 0.04 -0.59 -0.09
C -0.98154 -2.56143 -2.72095 0.24 0.12 0.04
C 1.39261 -0.65444 3.53599 -0.34 0.48 -0.93
C 2.61013 -1.23505 2.92135 0.01 -0.05 0.17
O 1.12936 -0.92519 4.82347 0.25 -0.21 0.17
H -1.46018 0.08416 6.67289 -0.04 0.03 0.01
H -0.71871 -1.52239 6.77525 -0.06 -0.05 0.08
H 0.20202 -0.10131 7.26182 -0.01 0.03 0.10
H -1.44330 0.91242 4.02427 -0.24 0.11 0.07
H 0.71302 1.61970 -0.64505 0.17 -0.11 0.03
H 2.39517 1.01222 -0.70663 -0.18 -0.05 -0.01
H -1.28058 1.71297 -0.94802 0.08 -0.02 0.10
H -2.63117 3.27756 -2.25815 -0.05 0.07 0.05
H -2.90550 2.99427 -4.68317 -0.07 0.06 -0.04
H -1.85388 1.06960 -5.83519 -0.02 -0.02 -0.11
H -0.85495 -1.51855 -5.10715 0.02 -0.05 -0.01
H 0.69309 -0.66648 -5.04030 0.01 -0.04 -0.01
H 1.07206 -2.05863 -3.12081 -0.15 0.11 -0.02
H -0.76435 -2.93940 -1.72537 -0.01 -0.05 0.07
H -1.00748 -3.39793 -3.41452 -0.04 -0.09 -0.09
H -1.95526 -2.07571 -2.71033 -0.14 0.03 -0.02
H 2.96400 -2.06435 3.52875 0.05 -0.06 0.01
H 2.39419 -1.57569 1.91092 0.03 -0.03 -0.01
H 3.39710 -0.48426 2.85564 0.07 0.00 -0.01
```
Forces are in eV/Å.

For the energy above the lowest of the compared OMol25 structures with the same formula, charge and spin, the calculation gives 14.20 kcal per mole. The HOMO-LUMO gap is 0.337 Ha. As for the largest force on an atom: 1.10 eV/Å. The SMILES is Cc1cc(C(=O)OCC(=O)N2c3ccccc3C[C@@H]2C)c(C)o1. Its HOMO energy is -8.33 eV.

Question: The highest HOMO belongs to which entry?
Answer: number 1

Question: energy above the lowest of the compared OMol25 structures with the same formula, charge and spin of number 2 (C18H19NO4)?
Answer: 14.20 kcal per mole

Question: Look up the HOMO of the second one.
Answer: -8.33 eV